DFT (ωB97M-V/def2-TZVPD) results for C22H28N2O3 in the gas phase.

CARTESIAN COORDINATES (ANGSTROEM)
C  -1.2199  3.3646  -5.3406
C  -0.1319  2.2993  -5.3811
C  -0.6152  0.9361  -4.8649
C  -1.4920  0.2131  -5.8820
O  0.4903  0.0730  -4.6232
C  1.2337  0.1983  -3.4995
C  2.2946  -0.7061  -3.3818
C  3.1056  -0.6961  -2.2707
C  2.8677  0.1998  -1.2301
C  3.7769  0.2060  -0.0563
O  4.9849  0.1197  -0.1577
N  3.2058  0.3714  1.1770
C  1.8680  0.2736  1.5694
C  1.4227  1.0472  2.6377
C  0.1061  0.9762  3.0529
C  -0.7949  0.1380  2.4123
C  -2.2416  0.0788  2.8266
N  -2.7051  -1.2982  2.8630
C  -2.0986  -2.0978  3.9161
C  -2.7224  -1.8346  5.2932
O  -4.1224  -2.0234  5.2692
C  -4.7315  -1.1944  4.3017
C  -4.1480  -1.4568  2.9072
C  -0.3384  -0.6565  1.3667
C  0.9774  -0.6052  0.9548
C  1.8340  1.1195  -1.3591
C  1.0251  1.1255  -2.4798
H  -0.8191  4.3191  -5.6723
H  -2.0508  3.1015  -5.9899
H  -1.6010  3.4874  -4.3286
H  0.2323  2.1756  -6.4026
H  0.7135  2.6233  -4.7698
H  -1.1860  1.0718  -3.9347
H  -1.8001  -0.7503  -5.4845
H  -2.3763  0.8016  -6.1056
H  -0.9303  0.0452  -6.7969
H  2.4572  -1.4066  -4.1855
H  3.9292  -1.3886  -2.1861
H  3.8736  0.5631  1.9143
H  2.1138  1.7087  3.1405
H  -0.2217  1.5874  3.8820
H  -2.8425  0.6006  2.0729
H  -2.3690  0.6156  3.7806
H  -1.0266  -1.8964  3.9429
H  -2.2544  -3.1491  3.6547
H  -2.3355  -2.5380  6.0320
H  -2.4918  -0.8099  5.6251
H  -5.7963  -1.4315  4.3276
H  -4.5949  -0.1362  4.5764
H  -4.6092  -0.7917  2.1747
H  -4.3659  -2.4929  2.6278
H  -1.0293  -1.3349  0.8914
H  1.3193  -1.2461  0.1578
H  1.6615  1.8523  -0.5845
H  0.2374  1.8593  -2.5430

Atomic forces in eV per Å
C 0.18 -0.15 -0.04
C -0.08 -0.18 0.25
C -0.25 0.35 -0.26
C 0.25 0.08 0.38
O 0.13 -0.17 -0.02
C 0.23 -0.11 0.18
C -0.17 0.07 -0.12
C -0.04 0.11 0.18
C -0.01 0.16 -0.32
C 0.09 0.08 0.02
O 0.08 -0.11 -0.12
N 0.39 0.17 0.43
C -0.50 -0.06 0.22
C 0.18 -0.04 -0.20
C -0.14 -0.14 -0.06
C 0.03 0.13 0.08
C -0.07 -0.02 -0.03
N -0.05 0.06 -0.08
C -0.11 -0.07 0.30
C 0.31 -0.03 -0.18
O -0.05 -0.11 0.00
C -0.05 0.05 -0.33
C -0.16 -0.01 0.28
C 0.03 0.11 0.05
C 0.05 -0.03 0.12
C 0.29 -0.16 -0.01
C -0.25 0.08 -0.25
H -0.05 0.11 -0.02
H -0.13 0.04 -0.05
H -0.08 0.06 0.10
H 0.08 -0.05 0.00
H 0.02 -0.02 -0.05
H 0.10 -0.02 -0.06
H -0.07 -0.07 0.01
H -0.11 0.06 -0.05
H 0.05 0.00 -0.12
H 0.02 -0.09 -0.09
H 0.09 -0.06 -0.01
H -0.02 -0.08 -0.21
H 0.08 0.09 0.02
H -0.05 0.04 0.09
H -0.04 0.01 0.12
H 0.00 0.04 -0.10
H 0.02 -0.09 0.02
H 0.08 -0.01 0.08
H 0.06 0.08 -0.02
H -0.02 -0.07 0.02
H 0.02 0.10 -0.04
H -0.04 -0.06 0.00
H -0.03 -0.02 -0.03
H -0.11 0.05 0.00
H -0.07 -0.10 -0.05
H -0.01 -0.06 -0.04
H -0.04 0.03 0.07
H -0.08 0.06 -0.06

Computed properties:
- LUMO: 0.6 eV
- Relative energy (zero: lowest compared OMol25 entry of this formula, charge and spin): 56.6 kcal/mol
- DFT total energy: -1190.354521 hartree
- Max |F|: 0.012 hartree/bohr
- Structure (SMILES): CC[C@@H](C)Oc1ccc(C(=O)Nc2ccc(CN3CCOCC3)cc2)cc1
- Net charge: 0

Quick look at the natural (NBO) charges, all values in e: atom 1 (C): -0.607, atom 2 (C): -0.424, atom 3 (C): 0.102, atom 4 (C): -0.617, atom 5 (O): -0.514, atom 6 (C): 0.407, atom 7 (C): -0.288, atom 8 (C): -0.142, atom 9 (C): -0.213, atom 10 (C): 0.672, atom 11 (O): -0.595, atom 12 (N): -0.617, atom 13 (C): 0.149, atom 14 (C): -0.263, atom 15 (C): -0.143, atom 16 (C): -0.082, atom 17 (C): -0.242, atom 18 (N): -0.444, atom 19 (C): -0.256, atom 20 (C): -0.089, atom 21 (O): -0.528, atom 22 (C): -0.089, atom 23 (C): -0.242, atom 24 (C): -0.136, atom 25 (C): -0.254, atom 26 (C): -0.090, atom 27 (C): -0.361, atom 28 (H): 0.217, atom 29 (H): 0.203, atom 30 (H): 0.201, atom 31 (H): 0.206, atom 32 (H): 0.213, atom 33 (H): 0.170, atom 34 (H): 0.220, atom 35 (H): 0.211, atom 36 (H): 0.213, atom 37 (H): 0.226, atom 38 (H): 0.230, atom 39 (H): 0.410, atom 40 (H): 0.212, atom 41 (H): 0.202, atom 42 (H): 0.208, atom 43 (H): 0.170, atom 44 (H): 0.214, atom 45 (H): 0.200, atom 46 (H): 0.197, atom 47 (H): 0.155, atom 48 (H): 0.195, atom 49 (H): 0.156, atom 50 (H): 0.200, atom 51 (H): 0.199, atom 52 (H): 0.221, atom 53 (H): 0.226, atom 54 (H): 0.212, atom 55 (H): 0.218

DFT (ωB97M-V/def2-TZVPD) results for a 9-piece molecular cluster, C47H109Br3N4O11P overall.

CARTESIAN COORDINATES (ANGSTROEM)
C  0.7130  0.8309  6.7214
C  -0.3005  -0.3150  6.9933
N  0.1557  -1.5658  6.3579
C  0.8906  -2.4089  7.1266
N  1.6742  -2.0208  8.1197
P  2.6095  -3.2412  8.9836
O  2.9056  -2.2117  10.1873
Br  4.5413  -3.2397  7.8557
N  0.8185  -3.7193  6.7476
C  0.0587  -3.7227  5.4588
C  -0.8533  -4.9302  5.1927
C  -0.8352  -5.4950  3.7656
C  -1.4260  -6.9036  3.7741
N  -0.5191  -8.0041  3.9795
O  -2.6162  -7.0645  3.5920
C  1.0661  -3.3350  4.3708
C  2.3702  -4.1668  4.2480
C  2.7129  -4.4055  2.7683
Br  2.3707  -5.8926  5.1456
C  -0.8642  -2.4897  5.7280
Br  -2.1844  -2.8151  7.1855
C  -1.4633  -1.8711  4.4593
C  -2.9108  -1.3626  4.4748
C  -3.0213  -0.3758  3.3041
C  -2.3477  0.9707  3.6468
C  -1.5480  1.4952  2.4651
C  -0.7121  2.7336  2.8063
C  -0.3501  3.5730  1.5742
C  0.9454  3.0978  0.9024
C  0.7369  1.9201  -0.0783
C  1.8003  0.8223  0.0189
C  1.9948  0.2766  1.4335
O  3.2375  0.7073  1.9757
C  4.0207  -0.3061  2.5738
H  1.2778  0.6437  5.8153
H  1.4251  0.8875  7.5462
H  0.2110  1.7908  6.6971
H  -0.3909  -0.4247  8.0684
H  -1.2421  -0.0134  6.5553
H  1.7202  -1.0301  8.3192
H  3.5649  -2.6078  10.7713
H  0.3893  -4.2962  7.4656
H  -1.8858  -4.7116  5.4362
H  -0.5462  -5.7295  5.8713
H  0.1487  -5.4995  3.3097
H  -1.4852  -4.8801  3.1449
H  0.3640  -7.7297  3.5572
H  -0.2984  -8.0406  4.9724
H  0.5605  -3.3624  3.4103
H  1.3877  -2.3046  4.4861
H  3.1889  -3.5838  4.6526
H  2.3952  -3.5648  2.1597
H  2.2407  -5.3168  2.4109
H  3.7821  -4.5755  2.6830
H  -1.4041  -2.6089  3.6635
H  -0.8071  -1.0521  4.1711
H  -3.5757  -2.2005  4.2804
H  -3.1736  -0.8323  5.3842
H  -4.0651  -0.2062  3.0519
H  -2.5508  -0.8087  2.4217
H  -1.6914  0.8436  4.5089
H  -3.1397  1.6769  3.8899
H  -2.1917  1.7329  1.6208
H  -0.8861  0.6841  2.1578
H  -1.2935  3.3427  3.5006
H  0.2225  2.4567  3.2980
H  -0.2107  4.6115  1.8700
H  -1.1637  3.5101  0.8554
H  1.3602  3.9278  0.3319
H  1.6972  2.8473  1.6506
H  0.7157  2.3310  -1.0857
H  -0.2435  1.4753  0.0643
H  1.4994  0.0122  -0.6464
H  2.7546  1.1869  -0.3550
H  1.9324  -0.8134  1.4265
H  1.2106  0.6581  2.0905
H  3.8823  -1.2765  2.0952
H  5.0638  -0.0361  2.4595
H  3.8201  -0.3569  3.6489
C  -3.8282  3.5500  -2.5254
C  -2.4128  3.0781  -2.2415
C  -1.8684  2.2315  -3.3797
O  -2.3808  2.3341  -1.0153
H  -4.5002  2.6975  -2.6407
H  -4.2028  4.1581  -1.6993
H  -3.8678  4.1398  -3.4416
H  -1.7614  3.9403  -2.0848
H  -2.4856  1.3414  -3.5216
H  -0.8518  1.8997  -3.1555
H  -1.8579  2.7927  -4.3142
H  -2.9510  1.5672  -1.1299
C  -6.1430  2.9801  -6.6581
C  -4.7311  2.5019  -6.3533
C  -4.1510  1.6937  -7.4994
O  -4.7276  1.7351  -5.1492
H  -6.8101  2.1255  -6.8056
H  -6.5370  3.5639  -5.8250
H  -6.1680  3.5970  -7.5575
H  -4.0840  3.3576  -6.1665
H  -4.7427  0.7925  -7.6858
H  -3.1386  1.3788  -7.2474
H  -4.1144  2.2808  -8.4189
H  -5.2932  0.9655  -5.2856
C  1.6202  1.9443  -8.5107
C  0.2555  1.2757  -8.4520
C  -0.1041  0.6188  -9.7750
O  -0.7456  2.2305  -8.0910
H  1.6271  2.7309  -9.2705
H  1.8594  2.4104  -7.5542
H  2.4034  1.2255  -8.7532
H  0.2503  0.5270  -7.6593
H  -0.1487  1.3658  -10.5722
H  -1.0849  0.1468  -9.7135
H  0.6300  -0.1379  -10.0534
H  -0.7643  2.9061  -8.7770
C  -8.1652  -2.3047  -3.4956
C  -7.6746  -1.0505  -4.2021
C  -8.8131  -0.0780  -4.4703
O  -7.0216  -1.3898  -5.4271
H  -8.8940  -2.8318  -4.1169
H  -7.3362  -2.9893  -3.3130
H  -8.6357  -2.0640  -2.5415
H  -6.9162  -0.5612  -3.5883
H  -9.5609  -0.5376  -5.1221
H  -8.4429  0.8145  -4.9759
H  -9.3028  0.2256  -3.5443
H  -7.6658  -1.8232  -5.9951
C  -5.4188  -4.8798  -0.3460
C  -3.9278  -4.8685  -0.0506
C  -3.3919  -6.2680  0.1984
O  -3.6573  -4.0418  1.0901
H  -5.9725  -5.2914  0.5023
H  -5.7830  -3.8659  -0.5146
H  -5.6428  -5.4812  -1.2273
H  -3.3957  -4.4131  -0.8863
H  -3.8818  -6.7113  1.0691
H  -2.3227  -6.2295  0.4133
H  -3.5493  -6.9245  -0.6577
H  -4.1234  -4.4331  1.8362
C  9.5166  -0.0356  3.2202
C  8.2023  0.7034  3.0295
C  8.1989  2.0306  3.7671
O  7.1089  -0.1114  3.4723
H  9.6772  -0.2594  4.2787
H  9.5042  -0.9858  2.6844
H  10.3561  0.5582  2.8589
H  8.0315  0.8800  1.9687
H  8.3212  1.8685  4.8421
H  7.2504  2.5486  3.6195
H  9.0063  2.6738  3.4179
H  7.2345  -0.2812  4.4107
C  -1.2808  6.5022  -7.4006
C  -1.1089  5.7984  -6.0632
C  0.3383  5.3898  -5.8318
O  -1.9556  4.6525  -5.9971
H  -0.9990  5.8346  -8.2202
H  -2.3225  6.7856  -7.5527
H  -0.6634  7.3993  -7.4603
H  -1.4356  6.4591  -5.2592
H  0.6631  4.6891  -6.6062
H  0.4436  4.8855  -4.8705
H  1.0025  6.2552  -5.8466
H  -1.6882  4.0416  -6.6957
C  8.5561  3.2789  -1.0198
C  9.9596  2.7869  -0.7010
C  10.5471  1.9886  -1.8541
O  9.9436  1.9951  0.4890
H  7.8865  2.4323  -1.1966
H  8.1505  3.8478  -0.1826
H  8.5502  3.9131  -1.9068
H  10.6037  3.6388  -0.4822
H  9.9361  1.1043  -2.0557
H  11.5513  1.6435  -1.6079
H  10.5980  2.5865  -2.7646
H  9.3830  1.2319  0.3196

Atomic forces in eV per Å
C -0.07 -0.62 0.63
C 1.25 1.38 -0.81
N -0.88 -1.44 1.38
C 0.06 0.64 -0.49
N -0.19 -0.51 -0.15
P -0.11 0.03 -0.22
O 0.21 -0.07 0.01
Br -0.16 0.11 -0.04
N -0.37 -0.03 -0.19
C -1.09 1.15 0.67
C 0.97 -1.00 0.01
C -0.42 0.11 -0.23
C -1.10 -0.11 -0.54
N -0.15 0.74 -0.02
O 1.29 0.04 0.53
C 0.09 -0.75 -0.44
C -0.26 0.47 -0.93
C 0.11 -0.43 0.57
Br 0.23 -0.07 0.18
C 0.94 1.26 -0.53
Br 0.04 -0.24 -0.33
C -0.45 -0.13 0.54
C 0.40 0.23 -1.03
C -0.02 0.23 0.43
C -0.51 -0.39 -0.82
C 0.57 0.12 0.49
C -0.34 0.13 -0.42
C 0.56 -0.23 0.21
C -0.26 -0.07 -0.52
C 0.24 0.13 0.34
C -0.33 0.16 -0.22
C 0.14 0.35 0.02
O 0.06 -0.41 -0.28
C 0.13 0.52 -0.04
H -0.08 0.19 -0.26
H 0.18 0.11 -0.04
H -0.06 0.11 -0.19
H -0.45 -0.30 0.11
H -0.28 -0.38 -0.01
H 0.17 0.02 0.21
H 0.05 0.22 0.36
H 0.39 -0.28 0.07
H -0.07 0.15 0.09
H 0.02 -0.01 0.10
H 0.19 -0.09 0.14
H -0.03 0.00 -0.20
H 0.13 -0.11 0.02
H -0.20 -0.39 0.09
H -0.10 -0.08 -0.06
H -0.04 0.14 0.13
H 0.05 -0.20 0.54
H 0.13 0.16 -0.10
H -0.24 0.05 -0.17
H 0.11 0.14 -0.20
H 0.00 -0.10 -0.09
H 0.17 0.05 -0.02
H -0.20 -0.08 0.44
H -0.11 -0.19 0.26
H -0.10 -0.05 -0.05
H -0.01 -0.11 -0.11
H 0.07 0.18 0.17
H 0.13 0.20 0.35
H -0.19 -0.11 -0.06
H 0.02 -0.05 -0.29
H 0.01 0.09 0.11
H -0.03 -0.09 0.30
H -0.13 0.11 0.05
H -0.12 0.23 -0.11
H 0.13 0.10 0.00
H 0.03 -0.01 0.17
H -0.02 -0.14 -0.19
H -0.12 -0.02 0.08
H 0.05 -0.11 -0.06
H 0.19 0.01 0.12
H 0.10 -0.14 0.07
H -0.22 -0.10 0.05
H -0.18 -0.14 0.01
H 0.10 0.06 0.07
H -0.11 -0.27 0.12
C -0.05 0.18 0.20
C -0.27 -0.26 -0.32
C 0.21 -0.05 0.05
O 0.10 0.13 0.21
H 0.05 -0.03 -0.14
H 0.07 0.04 -0.01
H 0.00 -0.05 -0.04
H 0.03 -0.03 0.15
H -0.09 0.06 -0.05
H 0.01 0.05 0.02
H -0.04 0.00 0.01
H -0.06 -0.02 -0.08
C -0.02 0.09 0.12
C -0.35 -0.18 -0.23
C 0.19 -0.13 0.07
O 0.07 -0.01 0.16
H 0.04 -0.03 -0.08
H 0.03 0.03 -0.01
H -0.01 -0.01 -0.01
H 0.02 0.05 0.17
H -0.10 0.07 0.00
H 0.04 0.03 -0.08
H 0.00 -0.01 0.00
H -0.01 -0.05 -0.09
C 0.00 0.05 0.16
C 0.19 0.13 -0.35
C -0.15 -0.07 0.05
O -0.09 0.09 0.25
H 0.00 -0.05 -0.07
H 0.00 -0.04 0.02
H 0.00 0.00 -0.02
H -0.10 0.05 0.08
H 0.09 0.01 0.00
H 0.01 -0.02 0.03
H 0.01 0.01 -0.01
H 0.00 -0.02 -0.13
C 0.16 -0.08 0.02
C -0.41 -0.10 -0.11
C 0.09 0.12 -0.04
O 0.27 0.15 0.16
H -0.06 0.06 0.01
H 0.02 0.02 0.02
H -0.02 0.00 -0.01
H 0.09 0.00 -0.07
H -0.03 -0.06 0.06
H 0.02 0.01 0.04
H -0.02 -0.01 0.00
H -0.04 -0.02 -0.06
C -0.02 0.16 -0.01
C -0.22 -0.30 0.17
C 0.13 0.00 0.05
O 0.19 0.18 -0.08
H 0.03 -0.09 -0.02
H 0.02 0.00 -0.04
H 0.00 -0.02 0.01
H 0.06 0.12 0.08
H -0.04 -0.03 -0.03
H 0.01 -0.01 -0.04
H -0.03 0.03 -0.02
H -0.05 -0.07 0.04
C -0.01 -0.12 -0.13
C 0.27 0.00 0.47
C -0.15 0.10 -0.06
O -0.05 -0.02 -0.22
H 0.01 0.08 0.02
H 0.00 0.02 -0.03
H -0.01 0.02 0.00
H -0.17 -0.05 -0.01
H 0.09 -0.03 -0.01
H 0.01 0.00 -0.04
H 0.01 -0.01 -0.01
H 0.06 0.01 0.07
C -0.15 0.07 0.03
C 0.25 -0.19 -0.34
C 0.02 -0.02 0.14
O -0.17 0.11 0.10
H 0.09 0.00 0.02
H 0.00 0.02 0.03
H 0.02 -0.01 -0.02
H -0.08 -0.05 0.04
H -0.02 0.05 -0.05
H -0.02 0.02 0.02
H 0.00 0.00 -0.01
H 0.09 -0.13 0.06
C -0.02 0.09 0.13
C -0.25 -0.22 -0.25
C 0.15 -0.02 0.06
O 0.14 0.18 0.13
H 0.04 -0.02 -0.08
H 0.03 0.03 -0.01
H -0.01 -0.01 -0.01
H 0.03 -0.03 0.11
H -0.07 0.04 -0.03
H 0.01 0.04 0.00
H -0.02 -0.01 -0.01
H 0.00 -0.08 -0.06

Computed properties:
- LUMO: -3.1 eV
- DFT total energy: -10966.070436 hartree
- Max |F|: 0.042 hartree/bohr
- Net charge: +1

Here are the Löwdin charges for atoms 1 to 99, given in e: atom 1 (C): -0.041, atom 2 (C): -0.199, atom 3 (N): -0.026, atom 4 (C): -0.427, atom 5 (N): -0.049, atom 6 (P): 0.561, atom 7 (O): -0.335, atom 8 (Br): 0.288, atom 9 (N): 0.088, atom 10 (C): -0.417, atom 11 (C): -0.145, atom 12 (C): -0.118, atom 13 (C): -0.469, atom 14 (N): 0.118, atom 15 (O): 0.101, atom 16 (C): -0.153, atom 17 (C): -0.677, atom 18 (C): -0.133, atom 19 (Br): 0.785, atom 20 (C): -0.578, atom 21 (Br): 0.902, atom 22 (C): -0.161, atom 23 (C): -0.215, atom 24 (C): -0.193, atom 25 (C): -0.200, atom 26 (C): -0.214, atom 27 (C): -0.196, atom 28 (C): -0.193, atom 29 (C): -0.182, atom 30 (C): -0.195, atom 31 (C): -0.155, atom 32 (C): -0.227, atom 33 (O): -0.186, atom 34 (C): -0.101, atom 35 (H): 0.079, atom 36 (H): 0.064, atom 37 (H): 0.084, atom 38 (H): 0.111, atom 39 (H): 0.098, atom 40 (H): 0.110, atom 41 (H): 0.063, atom 42 (H): 0.131, atom 43 (H): 0.079, atom 44 (H): 0.106, atom 45 (H): 0.077, atom 46 (H): 0.114, atom 47 (H): 0.056, atom 48 (H): 0.083, atom 49 (H): 0.108, atom 50 (H): 0.124, atom 51 (H): 0.070, atom 52 (H): 0.073, atom 53 (H): 0.059, atom 54 (H): 0.083, atom 55 (H): 0.116, atom 56 (H): 0.121, atom 57 (H): 0.112, atom 58 (H): 0.086, atom 59 (H): 0.116, atom 60 (H): 0.111, atom 61 (H): 0.087, atom 62 (H): 0.121, atom 63 (H): 0.112, atom 64 (H): 0.090, atom 65 (H): 0.108, atom 66 (H): 0.101, atom 67 (H): 0.106, atom 68 (H): 0.092, atom 69 (H): 0.107, atom 70 (H): 0.098, atom 71 (H): 0.102, atom 72 (H): 0.083, atom 73 (H): 0.107, atom 74 (H): 0.118, atom 75 (H): 0.102, atom 76 (H): 0.092, atom 77 (H): 0.077, atom 78 (H): 0.062, atom 79 (H): 0.079, atom 80 (C): -0.053, atom 81 (C): -0.475, atom 82 (C): -0.049, atom 83 (O): -0.081, atom 84 (H): 0.073, atom 85 (H): 0.078, atom 86 (H): 0.079, atom 87 (H): 0.137, atom 88 (H): 0.078, atom 89 (H): 0.069, atom 90 (H): 0.063, atom 91 (H): 0.089, atom 92 (C): -0.054, atom 93 (C): -0.488, atom 94 (C): -0.054, atom 95 (O): -0.065, atom 96 (H): 0.074, atom 97 (H): 0.079, atom 98 (H): 0.080, atom 99 (H): 0.115